(1)
C2H2Cl3NO2 | ωB97M-V/def2-TZVPD

relative energy (zero: lowest compared OMol25 entry of this formula, charge and spin)	629.7	kJ/mol
F_max	0.06880	hartree/bohr
M	178.402	g mol⁻¹
gap between HOMO and LUMO (spin up / spin down)	8.50 / 7.05	eV
LUMO level (spin up / spin down)	-1.2615 / -2.1842	eV
charge	0

The geometry in XYZ format:
```
10
C2H2Cl3NO2, DFT ωB97M-V/def2-TZVPD
Cl 1.09881 -0.35819 2.00741
Cl -0.98685 0.71369 -2.20871
Cl 0.12144 2.11334 0.85801
O -1.99895 -0.10116 0.25941
O -0.68102 -1.78597 0.58972
N -1.02639 -0.80539 -0.08610
C 1.20423 0.76459 0.72797
C -0.38505 -0.52425 -1.27521
H 2.19202 1.08132 0.50630
H 0.46177 -1.09798 -1.37882
```

(2)
C5H8O | ωB97M-V/def2-TZVPD

SMILES	CC#CCOC
relative energy (zero: lowest compared OMol25 entry of this formula, charge and spin)	314.7	kJ/mol
F_max	0.01602	hartree/bohr
M	84.118	g mol⁻¹
gap between HOMO and LUMO	10.51	eV
LUMO level	1.0388	eV
charge	0

The geometry in XYZ format:
```
14
C5H8O, DFT ωB97M-V/def2-TZVPD
O 1.39046 0.04896 -0.81771
C -0.77505 0.49951 0.08032
C -1.32592 -0.13039 0.94926
C 0.55353 1.03906 -0.28654
C 1.08777 -0.21958 -2.16062
C -1.40163 -0.78285 2.24978
H 1.78850 -0.98205 -2.50637
H 1.21012 0.69399 -2.76004
H -1.25162 -0.01093 3.01287
H 0.05715 -0.58698 -2.28306
H 0.53043 1.93908 -0.91155
H -0.54270 -1.46393 2.29161
H 0.99150 1.29340 0.68357
H -2.31254 -1.33726 2.45848
```

(3)
C4H5NO2 | ωB97M-V/def2-TZVPD

relative energy (zero: lowest compared OMol25 entry of this formula, charge and spin)	332.2	kJ/mol
F_max	0.02090	hartree/bohr
M	99.089	g mol⁻¹
gap between HOMO and LUMO	9.65	eV
LUMO level	0.6219	eV
charge	0

The geometry in XYZ format:
```
12
C4H5NO2, DFT ωB97M-V/def2-TZVPD
O 2.45836 -0.40352 0.27402
O -0.73031 -0.81195 -1.05946
N -1.65606 0.92677 0.05608
C 1.45415 -0.17328 -0.54424
C 0.17032 -0.61533 0.04579
C -0.45418 0.58887 0.81653
C -1.68398 0.13190 -0.92690
H 3.14479 -0.00651 -0.27288
H -2.43550 0.11900 -1.70958
H 0.21685 -1.53931 0.63081
H 0.21413 1.45897 0.84139
H -0.69857 0.32440 1.84845
```